(1)
{"formula": "C4H10Si", "method": "ωB97M-V/def2-TZVPD", "lumo_ev": 0.9048, "smiles": "CC#C[SiH3].C", "de_lowest_kcal_mol": 27.3, "symbols": ["C", "C", "C", "Si", "H", "H", "H", "H", "H", "H", "C", "H", "H", "H", "H"], "xyz": [[0.702, 2.541, -0.227], [-0.206, 1.446, -0.536], [-0.974, 0.547, -0.736], [-2.253, -0.771, -0.754], [0.061, 3.367, 0.148], [1.294, 2.103, 0.668], [1.332, 3.014, -1.026], [-3.590, -0.124, -0.246], [-1.595, -1.856, 0.130], [-2.740, -1.341, -2.075], [1.577, -1.801, 0.959], [1.743, -2.031, -0.029], [2.140, -2.432, 1.525], [1.972, -0.751, 1.145], [0.536, -1.911, 1.054]]}


(2)
{"formula": "C5H14N2O", "method": "ωB97M-V/def2-TZVPD", "lumo_ev": [4.0377, 3.0481], "charge": -1, "spin_multiplicity": 2, "de_lowest_kcal_mol": 181.2, "symbols": ["C", "N", "C", "C", "C", "O", "C", "N", "H", "H", "H", "H", "H", "H", "H", "H", "H", "H", "H", "H", "H", "H"], "xyz": [[0.762, 0.114, -2.104], [0.864, -1.150, -1.344], [0.068, -1.742, 0.221], [-0.834, -0.974, 1.123], [0.022, 0.023, 1.931], [-0.703, 1.189, 2.091], [-0.390, 0.989, -1.704], [-0.056, 1.637, -0.403], [1.723, 0.684, -2.032], [0.676, -0.149, -3.085], [0.769, -0.754, -0.155], [-0.435, -2.529, -0.450], [1.046, -2.276, 0.753], [-1.462, -0.348, 0.564], [-1.470, -1.583, 1.816], [0.372, -0.460, 2.904], [0.897, 0.222, 1.263], [-0.549, 1.704, -2.501], [-1.224, 0.405, -1.706], [-0.388, 1.513, 0.540], [0.548, 2.510, -0.593], [1.688, -2.328, 1.380]]}